A single C15H18N2O6S molecule in a non-equilibrium geometry, computed with ωB97M-V with the def2-TZVPD basis set.

Its SMILES is COC(=O)CN1C(=O)COc2ccc(S(=O)(=O)N3CCCC3)cc21. The HOMO-LUMO gap is 9.411 eV. The LUMO energy is 0.66 eV. The calculation puts the relative energy (zero: lowest compared OMol25 entry of this formula, charge and spin) at 0.00 kcal per mole.

XYZ file:
```
42
Properties=species:S:1:pos:R:3:forces:R:3
S -2.1714 0.6433 0.9048 0.31 0.44 -0.29
O -2.1076 -0.7570 1.2456 0.11 -0.06 -0.13
O 4.9970 -0.8403 -0.0899 0.21 0.07 -0.01
O 0.6069 -3.0732 0.5943 0.18 -0.11 0.40
O 3.2518 2.1510 -0.8281 -0.31 -0.08 -0.21
O -2.7902 1.5243 1.8489 -0.09 0.23 -0.07
O 0.9892 -1.8313 -1.2394 0.04 -0.04 0.01
N -2.8971 0.9054 -0.5907 0.58 0.22 0.97
N 2.8324 -0.3496 0.3469 -0.20 -0.36 -0.02
C -0.6579 -3.5056 0.0943 -0.36 -0.03 -0.29
C -4.7409 -0.5697 -0.6520 -0.05 0.07 -0.04
C 4.3345 1.4613 -0.2410 0.50 -0.03 0.19
C 2.5236 -1.7358 0.6329 0.02 -0.11 0.00
C 2.0237 1.8191 -0.3560 -0.32 -0.09 0.27
C -0.3103 2.3727 -0.1646 0.09 0.13 0.02
C 0.5274 0.3170 0.7708 0.11 0.10 0.06
C 1.2928 -2.2054 -0.1382 0.27 0.10 -0.20
C 4.1050 -0.0261 -0.0161 0.10 0.24 -0.12
C 0.9705 2.7014 -0.5717 0.12 -0.17 0.07
C -4.3488 0.9053 -0.5324 -0.59 0.00 0.29
C -3.6676 -1.1487 -1.5860 0.01 -0.01 0.01
C -2.5300 -0.1047 -1.5698 0.35 -0.37 -0.49
C 1.8008 0.5957 0.2941 -0.17 0.60 -0.07
C -0.5127 1.1857 0.5110 -0.49 -0.33 0.01
H -3.3177 -2.1149 -1.2295 0.00 -0.05 -0.05
H 1.1768 3.6215 -1.0939 0.02 0.12 -0.05
H 3.3986 -2.3171 0.3189 -0.23 0.04 0.10
H 5.1890 1.5925 -0.9078 -0.14 -0.13 0.16
H -4.0516 -1.2730 -2.5978 0.03 -0.05 -0.01
H -1.1487 3.0185 -0.3630 -0.06 0.14 -0.10
H -2.4318 0.3873 -2.5411 0.05 -0.05 0.07
H -1.5641 -0.5312 -1.3009 0.05 -0.07 -0.22
H -4.7230 1.4872 -1.3799 0.04 0.01 0.07
H -0.6424 -3.5315 -0.9964 -0.03 -0.05 0.11
H -4.6621 1.3714 0.3996 -0.18 0.07 -0.12
H 0.2996 -0.5830 1.3166 0.05 -0.21 0.01
H -0.8326 -4.4973 0.5041 0.03 0.05 -0.01
H -1.4224 -2.8063 0.4440 0.09 -0.12 -0.08
H -5.7490 -0.6992 -1.0402 -0.05 -0.03 0.04
H -4.6748 -1.0366 0.3305 -0.08 -0.01 -0.01
H 2.3605 -1.8944 1.7030 0.03 0.00 -0.12
H 4.5798 1.9101 0.7361 -0.04 -0.08 -0.15
```
Forces are in eV/Å.